# 1
The following is a DFT calculation (wB97M-V/def2-TZVPD) of C26H41FPbSi as an isolated structure in a non-equilibrium geometry.

## Properties
* net charge: +2
* 2S+1: 1
* frontier orbital gap (alpha / beta): 3.011 / 3.202 eV

Structure (XYZ):
```
70
Properties=species:S:1:pos:R:3:nbo_charge:R:1
Pb 0.506 0.597 -1.438 1.451
Si 2.965 1.556 -1.602 1.254
F -5.649 -1.551 -3.264 -0.260
C 3.158 2.586 0.008 -0.506
C -1.984 -2.803 2.389 -0.234
C -2.016 -0.712 4.347 -0.214
C -1.657 2.163 -2.023 -0.532
C 4.199 3.688 -0.268 -0.630
C -4.633 -0.766 -2.872 0.520
C -3.150 -2.019 2.630 -0.024
C -3.127 -0.975 3.522 -0.212
C -3.670 -0.412 -3.839 -0.251
C 3.819 -0.756 -3.111 -0.624
C 3.519 -1.161 -0.782 -0.631
C -4.420 -2.225 1.704 -0.231
C -0.915 -2.592 3.224 -0.179
C -4.629 -0.262 -1.596 -0.256
C -0.931 -1.587 4.181 -0.036
C 3.516 1.710 1.228 -0.614
C 1.830 3.354 0.292 -0.632
C 4.000 -0.089 -1.710 -0.506
C 5.481 0.170 -1.521 -0.626
C -4.154 -3.111 0.489 -0.619
C 0.320 -1.418 5.092 -0.634
C -2.796 0.587 -3.598 -0.153
C -3.630 0.741 -1.318 -0.101
C -5.606 -2.628 2.603 -0.603
C -2.699 1.169 -2.254 -0.088
C 3.209 2.543 -3.111 -1.248
H 2.811 -0.962 -3.414 0.190
H 4.392 1.059 1.120 0.229
H -1.589 2.764 -1.118 0.251
H -2.143 0.886 -4.392 0.234
H 3.005 -0.771 0.133 0.201
H -1.990 -3.532 1.534 0.220
H 0.120 -0.657 5.870 0.224
H 3.634 2.294 2.113 0.245
H 0.706 -2.379 5.508 0.234
H 5.935 -0.822 -1.563 0.240
H 3.076 3.589 -2.911 0.268
H 1.202 -1.000 4.571 0.204
H 5.732 0.541 -0.536 0.227
H 4.231 -0.131 -3.952 0.223
H 2.478 2.268 -3.930 0.266
H 4.336 -1.747 -0.368 0.256
H -3.362 -2.709 -0.158 0.189
H 4.226 2.414 -3.556 0.303
H 5.894 0.671 -2.393 0.230
H -5.345 -3.591 3.099 0.220
H -6.506 -2.754 2.009 0.214
H 2.008 4.248 0.952 0.264
H -3.928 -4.204 0.698 0.231
H 5.316 3.445 -0.404 0.249
H -0.032 -3.219 3.106 0.207
H -3.593 1.174 -0.365 0.235
H -1.126 2.477 -2.949 0.238
H 3.956 4.149 -1.203 0.208
H -5.808 -1.865 3.416 0.221
H 4.338 -1.730 -3.241 0.252
H -4.700 -1.257 1.309 0.174
H -3.647 -1.033 -4.711 0.267
H 2.669 1.074 1.498 0.198
H 4.097 4.492 0.444 0.246
H -5.031 -3.075 -0.183 0.213
H -4.065 -0.350 3.586 0.213
H 2.849 -1.833 -1.300 0.215
H -2.031 0.123 5.057 0.230
H 1.017 2.749 0.706 0.197
H 1.445 3.873 -0.614 0.211
H -5.433 -0.466 -0.868 0.282
```



# 2
The following is a DFT calculation (wB97M-V/def2-TZVPD) of C26H42AuCl3N4O4Si as an isolated structure in a non-equilibrium geometry.

## Properties
* ⟨S²⟩: 2.030
* 2S+1: 3
* frontier orbital gap (alpha / beta): 4.265 / 5.543 eV

Structure (XYZ):
```
81
Properties=species:S:1:pos:R:3:lowdin_spin:R:1
Au 0.195 0.868 -0.289 0.516
Cl 1.255 2.708 -1.524 0.104
Cl -3.559 -0.678 -1.182 0.035
Cl -0.740 1.058 -3.110 0.003
Si -0.259 3.068 -3.561 0.001
O 0.001 2.415 1.458 0.089
O 0.131 -1.147 -1.978 0.386
O 2.977 -0.211 -0.393 0.000
O 3.626 -0.435 3.707 0.000
N 2.621 -1.131 5.632 0.000
N -0.377 4.641 1.488 0.008
N 2.933 -1.945 -1.909 0.002
N 0.110 -0.427 1.586 0.058
C -1.778 -3.510 -0.082 0.063
C -0.816 -5.000 -4.371 0.030
C -0.916 -1.729 3.298 0.003
C -1.035 -2.902 -3.022 0.019
C 3.053 -3.368 -2.179 0.001
C -1.196 5.782 1.113 0.001
C 0.653 -4.100 1.195 0.002
C 2.796 -1.058 -3.044 0.002
C -1.631 3.942 -2.652 0.000
C -0.803 -4.233 -3.098 0.155
C -0.814 3.774 -5.332 0.001
C 1.242 -0.409 2.311 0.004
C 3.187 -1.391 -0.684 -0.002
C 0.749 4.881 2.383 0.001
C -1.650 -2.101 -4.132 -0.001
C 1.358 -1.009 3.579 0.003
C 0.258 -1.733 4.047 -0.003
C -0.466 -2.233 -1.837 0.294
C 1.499 3.609 -4.163 0.003
C -1.745 -4.398 0.999 0.000
C 2.626 -0.816 4.304 0.001
C 0.594 -3.132 0.204 0.045
C -0.517 -4.769 1.567 0.067
C -0.656 3.413 1.069 0.005
C -0.982 -1.023 2.089 0.002
C -0.577 -2.923 -0.524 0.049
H -2.751 -3.251 -0.527 0.004
H 3.446 -0.865 6.134 0.000
H -0.783 4.873 -5.265 0.000
H 1.441 -2.520 -0.108 0.001
H -1.451 5.019 -2.595 0.000
H -1.813 3.431 -5.608 0.000
H -1.245 -1.078 -4.131 -0.001
H -0.569 6.567 0.667 0.001
H -2.561 3.772 -3.210 0.000
H 3.686 -3.551 -3.056 0.000
H -1.923 -0.978 1.525 0.001
H 1.571 3.580 -5.267 0.000
H 0.378 5.345 3.303 0.000
H 1.625 -4.275 1.659 -0.001
H -2.463 -1.343 -1.454 0.019
H 3.571 -2.148 0.034 0.000
H 2.333 3.008 -3.774 0.001
H 1.591 4.655 -3.816 0.001
H -0.463 -5.484 2.390 0.005
H -1.385 -2.592 -5.078 0.000
H 1.428 5.605 1.917 0.000
H 1.274 3.942 2.599 0.000
H -1.665 -5.692 -4.356 0.011
H -1.676 6.205 2.007 0.000
H -2.663 -4.863 1.384 -0.001
H 2.847 -0.028 -2.669 0.000
H -1.950 5.440 0.398 0.000
H 0.288 -2.272 4.995 0.000
H 3.466 -3.874 -1.305 0.000
H -0.874 -4.384 -5.279 0.000
H 3.582 -1.254 -3.793 0.000
H 1.818 -1.205 -3.520 0.001
H -0.105 3.468 -6.112 0.000
H 0.108 -5.589 -4.420 0.005
H -0.573 -4.814 -2.195 0.005
H 1.778 -1.160 6.179 0.000
H -1.786 3.546 -1.648 0.000
H 2.087 0.116 1.869 0.001
H -2.752 -2.049 -4.022 -0.003
H -1.513 3.345 0.379 -0.001
H 2.071 -3.805 -2.392 0.001
H -1.808 -2.268 3.625 0.001
```



# 3
The following is a DFT calculation (wB97M-V/def2-TZVPD) of C26H42Cl3IrN4O4Si as an isolated structure in a non-equilibrium geometry.

## Properties
* ⟨S²⟩: 6.014
* 2S+1: 5
* frontier orbital gap (alpha / beta): 5.722 / 6.730 eV

Structure (XYZ):
```
81
Properties=species:S:1:pos:R:3:lowdin_spin:R:1
Ir -2.465 0.054 -0.052 2.721
Cl -3.646 0.004 -1.982 0.337
Cl -0.592 -0.173 -1.438 0.226
Cl -1.622 2.308 -0.415 0.257
Si 1.781 -0.355 -0.324 0.009
O -2.134 -2.061 0.177 0.107
O -1.729 0.033 1.954 0.068
O -5.213 1.137 4.642 0.001
O 1.914 1.126 -1.148 0.009
N -1.624 2.055 3.094 0.032
N -1.241 -3.839 -0.912 0.012
N -4.167 -0.662 0.993 0.095
N -6.843 -0.397 4.996 0.000
C -5.819 0.136 4.261 0.001
C -2.349 2.971 3.972 0.003
C -4.676 0.039 2.029 0.007
C 4.955 0.583 -2.028 0.000
C -2.089 0.823 2.890 0.044
C -5.446 -0.615 3.013 0.006
C 1.813 -1.824 -1.530 0.011
C 2.567 1.496 -2.376 0.001
C 4.078 3.502 -2.461 0.000
C -0.674 -4.351 0.328 0.002
C -1.943 -2.709 -0.909 0.015
C 0.859 -0.575 1.277 0.000
C 5.978 -0.313 -2.395 0.000
C 3.674 -0.109 -3.970 0.000
C 1.660 3.819 -1.964 0.002
C 3.574 -0.428 0.468 0.000
C -0.365 2.530 2.522 0.004
C -0.875 -4.477 -2.177 0.002
C 5.839 -1.107 -3.543 0.000
C -4.750 -1.845 0.691 0.005
C 2.849 2.985 -2.285 0.000
C 3.768 0.628 -2.779 0.000
C -5.341 -2.626 1.696 0.007
C -5.697 -1.993 2.890 -0.006
C 4.380 4.953 -2.333 0.000
C 4.700 -0.982 -4.343 0.000
H -2.957 2.394 4.666 0.000
H -4.696 -2.202 -0.341 0.001
H 0.060 -4.059 -2.593 0.001
H 1.805 1.376 -3.165 0.001
H -0.284 -5.346 0.107 0.000
H -4.481 1.117 2.072 0.001
H 0.273 0.328 1.479 0.000
H 0.836 3.203 -1.603 0.003
H -1.459 -4.435 1.089 0.001
H -2.368 -2.415 -1.881 0.002
H 0.143 -3.708 0.692 0.001
H 3.964 0.581 0.670 0.000
H 1.328 4.357 -2.859 0.000
H 6.882 -0.367 -1.776 0.000
H -0.420 2.497 1.419 0.003
H 1.916 4.545 -1.189 0.000
H 1.509 -0.772 2.142 0.000
H 3.917 5.393 -1.440 0.000
H 0.145 -1.404 1.195 0.000
H 1.695 -2.775 -0.993 0.001
H 4.594 -1.563 -5.259 0.000
H -7.185 0.140 5.777 0.000
H -0.743 -5.553 -2.031 0.000
H 2.777 0.039 -4.581 0.000
H -0.270 3.578 2.820 0.000
H -6.185 -2.530 3.712 0.000
H -5.555 -3.681 1.517 0.001
H 2.754 -1.871 -2.094 0.001
H 4.285 -0.957 -0.181 0.000
H 4.912 2.869 -2.764 0.000
H 4.040 5.529 -3.204 0.000
H 6.639 -1.789 -3.833 0.000
H 5.069 1.234 -1.145 0.000
H -1.686 -4.342 -2.905 0.000
H 0.501 1.952 2.885 0.001
H 5.465 5.081 -2.264 0.000
H 1.010 -1.765 -2.279 0.004
H 3.555 -0.960 1.429 0.000
H -2.806 0.470 3.655 0.002
H -1.615 3.580 4.504 0.000
H -3.014 3.616 3.385 0.001
H -7.440 -1.126 4.637 0.000
```



# 4
The following is a DFT calculation (wB97M-V/def2-TZVPD) of C26H42Ge2RhS4SbSi3 as an isolated structure in a non-equilibrium geometry.

## Properties
* ⟨S²⟩: 6.027
* 2S+1: 5
* frontier orbital gap (alpha / beta): 5.628 / 4.303 eV

Structure (XYZ):
```
79
Properties=species:S:1:pos:R:3:lowdin_spin:R:1
Sb 3.404 1.262 1.039 0.008
Rh 1.205 0.178 0.014 1.254
Ge 0.006 -1.004 1.808 0.180
Ge 1.824 0.500 -2.293 0.227
S 3.032 -1.119 0.441 0.727
S 1.108 2.272 0.862 0.867
S 4.944 2.209 -0.401 0.009
S 3.825 1.050 3.286 0.146
Si -1.923 -1.808 0.545 0.015
Si 1.025 -2.893 2.817 0.021
Si -0.880 0.484 3.526 0.051
C -0.628 -2.034 -5.428 0.001
C -0.892 -2.138 -4.073 0.000
C 0.233 -1.059 -5.869 0.002
C 1.339 2.466 -2.386 0.134
C 2.639 -2.382 3.579 0.015
C -2.543 -0.226 -0.259 0.002
C -1.447 4.948 -1.832 0.007
C -0.278 -1.260 -3.178 0.009
C -2.201 -0.425 4.516 0.022
C -1.772 2.037 2.979 0.007
C 0.703 -0.376 -3.630 0.036
C 0.987 5.251 -2.355 0.039
C -1.638 -3.207 -0.691 -0.001
C 0.020 -3.569 4.203 0.007
C -2.330 2.733 -1.801 0.008
C 1.175 -4.104 1.406 0.002
C -2.515 4.126 -1.744 -0.004
C 3.554 0.321 -3.197 0.032
C -1.100 2.161 -2.048 0.005
C 2.406 3.301 -2.684 0.038
C 2.233 4.692 -2.611 0.012
C 0.968 -0.271 -5.005 0.007
C -3.193 -2.420 1.816 0.008
C -0.156 4.408 -2.104 0.007
C 0.043 2.980 -2.169 0.051
C 0.422 1.048 4.743 0.004
H -3.504 4.537 -1.607 0.000
H 3.513 -2.731 3.015 0.004
H -3.723 -3.238 1.425 0.001
H -2.757 -2.751 2.759 0.001
H -2.310 0.287 5.311 0.003
H -1.983 0.688 -0.040 0.002
H 0.899 -3.658 0.443 0.000
H -0.814 -4.225 3.903 0.000
H 2.639 -2.752 4.591 0.001
H -1.869 -1.422 4.846 0.000
H 0.728 -4.152 4.767 0.001
H -0.476 -1.299 -2.104 0.005
H -2.539 -3.195 -1.348 0.000
H -2.663 2.107 3.666 0.001
H 2.810 -1.312 3.636 0.002
H -1.530 6.034 -1.830 0.000
H 4.302 0.899 -2.657 0.000
H -0.340 -2.759 4.815 0.000
H -0.979 -2.794 -6.118 0.000
H 1.628 0.479 -5.413 0.000
H -3.194 2.071 -1.675 0.001
H 3.425 2.905 -2.738 0.002
H -1.597 -4.195 -0.248 0.000
H -1.095 2.873 3.126 0.002
H -0.962 1.109 -2.107 0.004
H 0.877 6.329 -2.288 0.002
H 0.752 0.339 5.488 0.000
H -2.621 -0.343 -1.373 0.000
H 2.191 -4.487 1.251 0.000
H -3.823 -1.531 1.988 0.000
H 0.290 -0.890 -6.946 0.000
H 3.856 -0.732 -3.151 0.002
H 3.052 5.358 -2.916 0.000
H -0.800 -3.127 -1.388 0.000
H 1.349 1.339 4.223 0.001
H -2.102 2.011 1.917 0.000
H -3.585 -0.085 0.038 0.000
H -3.121 -0.565 3.959 0.000
H 0.518 -4.978 1.571 0.000
H 3.519 0.666 -4.236 0.005
H 0.059 1.924 5.274 0.001
H -1.620 -2.864 -3.649 0.000
```



# 5
The following is a DFT calculation (wB97M-V/def2-TZVPD) of C26H42N8O5RuS2 as an isolated structure in a non-equilibrium geometry.

## Properties
* net charge: +3
* ⟨S²⟩: 8.797
* 2S+1: 6
* frontier orbital gap (alpha / beta): 3.054 / 6.232 eV

Structure (XYZ):
```
84
Properties=species:S:1:pos:R:3:lowdin_spin:R:1
Ru 11.501 14.842 8.619 1.870
S 12.677 11.856 9.373 0.006
S 12.406 24.529 11.972 0.008
O 10.461 15.491 10.555 0.049
O 13.739 25.010 11.976 0.003
O 11.289 25.370 11.712 0.001
O 11.466 12.725 9.011 0.036
O 12.213 23.157 12.168 0.004
N 8.164 17.424 7.617 0.000
N 15.874 15.360 9.117 0.000
N 13.708 23.548 7.331 0.160
N 8.888 14.232 8.430 -0.003
N 13.084 21.573 8.555 0.461
N 13.830 14.719 8.601 -0.006
N 8.227 15.992 5.295 0.000
N 11.717 16.897 7.693 0.018
C 6.135 16.550 6.476 0.000
C 15.914 14.907 7.808 0.001
C 14.610 15.188 9.566 -0.001
C 12.496 17.229 6.665 0.005
C 16.990 15.993 9.840 0.000
C 13.746 21.433 6.249 0.550
C 11.567 17.817 8.661 0.023
C 13.329 22.835 8.385 1.093
C 12.852 9.521 7.925 0.000
C 6.803 15.611 8.709 0.000
C 13.125 11.029 7.819 0.002
C 11.806 9.308 9.060 0.000
C 6.757 16.828 7.836 0.000
C 13.293 20.857 7.402 0.166
C 9.553 16.906 12.194 0.003
C 14.641 14.558 7.508 0.005
C 12.861 19.455 7.516 0.015
C 11.267 15.095 12.750 0.000
C 7.372 14.321 8.134 0.000
C 13.938 22.812 6.238 0.447
C 10.429 15.801 11.780 0.010
C 6.891 15.414 5.751 0.000
C 13.070 18.490 6.538 0.015
C 6.999 14.170 6.655 0.000
C 12.094 19.070 8.624 0.005
C 12.127 10.295 10.148 0.001
H 7.579 13.428 6.111 0.000
H 5.111 16.178 6.516 0.000
H 9.214 17.444 11.343 0.000
H 11.322 10.566 10.803 0.000
H 8.144 18.433 7.644 0.000
H 11.936 19.712 9.443 0.000
H 10.991 17.545 9.541 0.003
H 6.161 17.562 8.377 0.000
H 8.922 15.247 5.126 0.000
H 8.742 17.210 8.419 0.000
H 8.888 14.220 9.438 0.000
H 13.764 9.015 8.168 0.000
H 7.220 15.799 9.687 0.000
H 5.721 15.367 8.904 0.000
H 11.467 15.640 13.625 0.000
H 8.596 16.677 6.029 0.000
H 6.925 13.496 8.709 0.000
H 12.516 9.181 6.956 0.000
H 9.192 13.273 8.190 0.000
H 8.031 16.455 4.375 0.000
H 12.636 16.551 5.826 0.002
H 16.810 14.921 7.253 0.000
H 6.380 15.126 4.844 0.000
H 5.971 13.761 6.667 0.000
H 13.933 20.780 5.395 0.028
H 14.269 15.500 10.536 0.000
H 14.197 23.360 5.335 0.016
H 8.692 16.435 12.680 0.000
H 13.041 10.029 10.748 0.000
H 10.743 14.172 13.031 0.000
H 9.974 17.505 13.015 0.001
H 12.199 14.741 12.300 0.000
H 16.585 16.833 10.421 0.000
H 17.532 15.324 10.464 0.000
H 14.241 14.143 6.591 0.002
H 13.676 18.672 5.663 0.002
H 14.165 11.238 7.655 0.000
H 10.799 9.472 8.708 0.000
H 17.678 16.441 9.088 0.000
H 12.595 11.506 7.006 0.000
H 6.081 17.413 5.827 0.000
H 11.888 8.296 9.468 0.000
```



E list, top to bottom, in hartree: -1596.7752, -3341.5847, -3310.2407, -7981.7454, -2720.2316